Record 1
36
Properties=species:S:1:pos:R:3 method="wB97M-V/def2-TZVPD" smiles="CC[C@H](Cl)N(B(O)OC)[C@@H](B(O)N(C)C)C(=O)[O-]" largest_force_ha_per_bohr=0.06633 e_lumo_ha=0.0973 homo_ev=-3.84 total_charge=-1
C -1.467 -3.130 0.574
C -1.771 -1.649 0.070
C -1.043 -0.567 0.976
Cl -2.133 0.052 2.314
N -0.401 0.443 0.165
B -1.352 1.270 -0.625
O -1.179 1.287 -2.051
O -2.385 2.073 -0.118
C -3.642 1.546 -0.583
C 0.624 1.240 0.913
B 2.088 0.543 0.847
O 2.622 -0.016 2.064
N 2.935 0.475 -0.345
C 2.184 0.074 -1.565
C 3.932 -0.630 -0.131
C 0.668 2.777 0.485
O 1.353 3.183 -0.469
O -0.007 3.604 1.201
H -2.442 -3.665 0.691
H -0.924 -3.666 -0.245
H -0.845 -3.162 1.495
H -1.359 -1.586 -0.968
H -2.874 -1.503 0.064
H -0.219 -1.135 1.487
H -1.509 0.457 -2.432
H -4.225 2.328 -1.132
H -4.201 1.175 0.316
H -3.534 0.660 -1.263
H 0.364 1.268 2.008
H 2.251 -0.904 2.201
H 1.444 -0.721 -1.261
H 2.842 -0.311 -2.383
H 1.578 0.908 -1.991
H 4.710 -0.249 0.565
H 3.453 -1.584 0.215
H 4.462 -0.886 -1.089



Record 2
34
Properties=species:S:1:pos:R:3 method="wB97M-V/def2-TZVPD" largest_force_ha_per_bohr=0.14696 e_lumo_ha="-0.4037 / -0.4037" homo_ev="-15.71 / -15.71" total_charge=+2
C 2.192 2.416 0.503
C 1.672 1.079 0.866
H 3.221 2.551 0.884
H 1.544 3.199 0.936
H 2.175 2.534 -0.597
O 2.029 0.251 1.670
Cl -0.638 2.407 -1.909
Bi -0.397 0.403 -0.390
P 1.257 -0.641 -2.280
C 2.055 -2.240 -1.994
C 0.136 -0.807 -3.688
H 2.072 1.557 -2.922
H 3.034 0.259 -3.689
H 3.280 0.648 -1.963
C 2.527 0.567 -2.762
H -0.632 -0.027 -3.680
H 0.704 -0.720 -4.617
H 2.637 -2.561 -2.868
H 1.304 -3.011 -1.785
H -0.369 -1.774 -3.662
H 2.736 -2.185 -1.137
C 0.532 -2.068 0.957
O 0.838 -2.975 1.582
Cl -2.163 -1.305 -1.171
C -1.862 1.103 4.388
S -1.481 0.594 2.720
C -2.634 -0.759 2.431
O -1.917 1.738 1.813
H -1.640 0.237 5.012
H -2.907 1.421 4.499
H -1.181 1.929 4.642
H -3.551 -0.308 2.034
H -2.232 -1.450 1.679
H -2.832 -1.310 3.360



Record 3
35
Properties=species:S:1:pos:R:3 method="wB97M-V/def2-TZVPD" multiplicity=2 largest_force_ha_per_bohr=0.07452 e_lumo_ha="-0.1458 / -0.3571" homo_ev="-13.04 / -13.02" total_charge=+1
Br 0.695 3.410 0.089
C 2.120 2.264 0.894
C 2.030 2.521 2.375
Br 3.253 1.354 3.402
H 3.077 2.510 0.434
H 1.940 1.220 0.637
H 0.995 2.344 2.667
H 2.237 3.577 2.545
Br 0.284 -0.015 -6.253
C -0.843 -0.240 -4.590
C -0.912 1.150 -3.993
Br -2.013 0.987 -2.296
H -0.340 -1.002 -3.993
H -1.790 -0.678 -4.904
H -1.536 1.698 -4.700
H 0.033 1.677 -3.860
C -0.994 -2.302 1.906
C 0.274 -2.281 0.975
C 0.393 -3.189 -0.232
O 0.790 -2.260 -1.260
C 0.664 -0.975 -0.829
O 0.856 0.075 -1.498
O 0.323 -1.012 0.443
H -0.946 -1.582 2.722
H -1.010 -3.261 2.424
H -1.912 -2.042 1.378
H 1.178 -2.430 1.565
H -0.587 -3.570 -0.520
H 1.054 -4.047 -0.110
O -2.072 0.781 4.074
H -1.920 1.109 3.188
H -1.199 0.725 4.463
O -1.487 1.318 1.292
H -1.312 0.396 1.101
H -1.320 1.770 0.465



Record 4
34
Properties=species:S:1:pos:R:3 method="wB97M-V/def2-TZVPD" multiplicity=4 largest_force_ha_per_bohr=0.08247 e_lumo_ha="-0.3357 / -0.3669" homo_ev="-13.79 / -13.79" total_charge=+2
I 3.240 -2.433 -4.652
I 4.123 -3.970 -2.446
Cr -0.007 0.010 -0.008
P 1.671 1.616 0.468
C 3.278 1.425 -0.355
C 1.089 3.297 0.056
H 1.831 4.040 0.369
H 2.721 2.516 2.471
H 0.134 3.480 0.558
H 1.087 1.847 2.797
H 3.096 1.429 -1.431
H 0.936 3.335 -1.027
C 2.026 1.696 2.257
H 3.963 2.228 -0.064
H 2.457 0.734 2.552
H 3.672 0.445 -0.078
P -1.810 -1.498 -0.325
C -1.552 -2.897 -1.453
C -2.358 -2.220 1.260
H -3.510 0.221 -0.275
H -4.140 -1.300 -0.994
H -3.042 -0.225 -1.936
C -3.285 -0.616 -0.943
H -2.560 -1.410 1.966
H -3.259 -2.824 1.111
H -2.453 -3.514 -1.521
H -0.704 -3.470 -1.072
H -1.538 -2.833 1.644
H -1.277 -2.485 -2.426
C 1.162 -0.993 -1.207
O 1.852 -1.582 -1.918
Se -3.021 2.625 2.910
C -1.937 1.684 1.873
N -1.204 1.047 1.179



Record 5
35
Properties=species:S:1:pos:R:3 method="wB97M-V/def2-TZVPD" multiplicity=5 largest_force_ha_per_bohr=0.11918 e_lumo_ha="-0.4504 / -0.5739" homo_ev="-18.68 / -20.80" total_charge=+3
I 2.749 0.631 1.168
I 0.109 -1.227 -2.787
Pt 0.408 -0.031 -0.142
P 0.354 -2.360 0.537
C 1.265 -3.557 -0.480
C 1.030 -2.464 2.205
H 1.176 -3.532 2.414
H -1.269 -4.007 1.119
H 0.336 -2.012 2.918
H -1.973 -2.362 1.199
H 2.241 -3.137 -0.736
H 1.984 -1.924 2.230
C -1.331 -3.035 0.618
H 1.389 -4.485 0.099
H -1.726 -3.147 -0.398
H 0.701 -3.750 -1.405
P 0.214 2.219 -0.945
C 1.084 2.462 -2.527
C -1.479 2.798 -1.284
H 0.197 3.475 1.110
H 0.872 4.431 -0.245
H 1.851 3.150 0.542
C 0.844 3.441 0.227
H -2.117 2.572 -0.424
H -1.479 3.883 -1.444
H 1.090 3.523 -2.795
H 0.588 1.869 -3.307
H -1.877 2.296 -2.168
H 2.119 2.115 -2.426
C -1.430 -0.252 -0.663
O -2.589 -0.322 -0.711
F 0.154 0.940 2.739
C -0.618 0.562 1.693
F -1.408 -0.461 2.171
F -1.496 1.607 1.485



Record 6
46
Properties=species:S:1:pos:R:3 method="wB97M-V/def2-TZVPD" multiplicity=2 largest_force_ha_per_bohr=0.20389 e_lumo_ha="-0.1570 / -0.3563" homo_ev="-12.46 / -12.46" total_charge=+1
K 7.888 7.941 -19.233
C 2.204 12.419 -15.237
C 3.572 12.190 -14.519
C 4.016 10.812 -15.021
N 5.404 10.233 -14.491
C 5.444 10.182 -12.926
C 5.816 8.805 -14.976
C 6.366 9.041 -16.375
C 7.001 10.471 -16.412
C 6.606 11.071 -15.063
H 2.285 12.566 -16.313
H 1.659 13.303 -14.906
H 1.560 11.540 -15.188
H 3.529 12.221 -13.431
H 4.236 12.967 -14.897
H 4.091 10.716 -16.104
H 3.213 10.133 -14.736
H 6.378 9.674 -12.682
H 4.569 9.595 -12.647
H 5.327 11.216 -12.601
H 6.542 8.419 -14.261
H 4.973 8.157 -14.736
H 7.150 8.309 -16.571
H 5.668 8.937 -17.206
H 8.063 10.630 -16.601
H 6.633 11.178 -17.156
H 7.418 11.002 -14.339
H 6.212 12.072 -15.235
N 6.757 5.854 -17.739
S 5.619 4.962 -18.653
O 4.307 5.551 -18.820
O 5.814 3.499 -18.831
F 6.278 5.296 -20.111
S 6.375 5.114 -16.487
O 7.144 3.922 -16.152
O 5.013 5.277 -16.006
F 7.043 6.091 -15.388
N 5.880 9.209 -20.451
S 4.532 8.843 -21.503
O 4.732 8.902 -22.966
O 3.155 9.170 -21.032
F 4.686 7.230 -21.339
S 5.413 10.627 -20.135
O 4.600 10.836 -18.964
O 5.211 11.528 -21.281
F 6.874 11.076 -19.649



Record 7
55
Properties=species:S:1:pos:R:3 method="wB97M-V/def2-TZVPD" largest_force_ha_per_bohr=0.21671 e_lumo_ha=-0.3575 homo_ev=-13.22 total_charge=+1
In 0.071 -0.443 -0.203
C -2.311 3.923 1.003
F -2.619 3.714 -0.260
F -2.052 5.284 1.276
F -3.382 3.697 1.688
S -0.770 2.778 1.637
O 0.039 2.681 0.476
O -0.206 3.417 2.806
N -1.474 1.203 1.710
S -2.015 1.104 3.214
O -0.969 0.397 4.079
O -2.593 2.278 3.911
C -3.417 -0.111 2.945
F -2.921 -1.112 2.202
F -3.798 -0.503 4.205
F -4.461 0.504 2.413
N -1.845 -2.303 -1.176
S -3.338 -2.078 -1.448
O -4.276 -2.857 -0.604
O -3.784 -1.596 -2.780
F -3.409 -0.677 -0.668
S -2.028 -3.889 -1.859
O -2.161 -4.003 -3.268
O -2.610 -4.861 -0.982
F -0.441 -4.143 -1.538
C 3.438 -2.206 -1.106
C 2.323 -3.257 -1.011
O 1.432 -3.077 0.053
O 2.868 -1.018 -1.560
H 3.967 -2.502 -2.011
H 4.069 -2.036 -0.233
H 2.812 -4.225 -0.896
H 1.817 -3.338 -1.973
H 0.965 -3.913 0.122
H 3.603 -0.411 -1.449
C -0.473 1.914 -3.258
C 0.807 2.569 -2.751
O 1.524 1.634 -2.060
O -1.236 1.276 -2.250
H -0.091 1.138 -3.921
H -1.155 2.612 -3.743
H 0.408 3.277 -2.024
H 1.309 3.023 -3.606
H 2.422 1.972 -2.086
H -2.116 1.629 -2.400
C 2.833 -0.212 2.463
C 2.904 1.088 1.737
O 2.835 0.949 0.332
O 1.538 -0.823 2.354
H 2.996 -0.052 3.529
H 3.598 -0.843 2.011
H 3.880 1.550 1.886
H 2.176 1.754 2.199
H 3.689 0.719 -0.042
H 1.629 -1.598 2.912



Record 8
27
Properties=species:S:1:pos:R:3 method="wB97M-V/def2-TZVPD" multiplicity=3 largest_force_ha_per_bohr=0.11479 e_lumo_ha="-0.1279 / -0.2617" homo_ev="-9.95 / -14.30" total_charge=+1
C -0.034 0.782 -0.073
C -0.450 1.972 0.708
C -1.081 -0.543 2.205
C -1.349 -1.683 -0.079
C 0.901 -1.632 1.244
C 1.342 -0.239 -1.783
C 0.727 2.039 -2.116
C -0.472 -1.056 0.903
N 0.598 0.931 -1.193
H 0.405 2.663 0.930
H -1.061 1.729 1.709
H -1.170 2.551 0.046
H -1.687 -1.510 2.581
H -1.935 0.037 1.979
H -0.499 -0.186 2.992
H -1.410 -2.862 0.019
H -1.102 -1.726 -1.133
H -2.390 -1.320 -0.122
H 1.245 -2.542 0.645
H 0.924 -1.918 2.213
H 1.635 -0.993 1.053
H 1.341 -1.150 -1.302
H 2.506 0.085 -1.958
H 0.738 -0.466 -2.664
H -0.284 2.243 -2.483
H 1.481 1.958 -2.920
H 1.083 2.837 -1.402



Record 9
28
Properties=species:S:1:pos:R:3 method="wB97M-V/def2-TZVPD" smiles=C1CCNC1.C1CCNC1 e_above_lowest_kj_mol=181.8 largest_force_ha_per_bohr=0.06077 e_lumo_ha=0.0361 homo_ev=-8.61 total_charge=0
C 1.443 -3.063 -0.051
C 2.004 -1.783 0.402
C 1.880 -0.816 -0.741
N 1.079 -1.498 -1.706
C 0.337 -2.585 -0.990
H 1.059 -3.621 0.824
H 2.182 -3.707 -0.564
H 2.995 -1.833 0.892
H 1.261 -1.500 1.173
H 2.864 -0.592 -1.195
H 1.430 0.144 -0.423
H 1.651 -1.906 -2.457
H -0.571 -2.204 -0.484
H 0.021 -3.377 -1.696
C -0.738 1.361 -0.101
C -0.483 2.178 1.129
C -1.821 2.729 1.516
N -2.514 2.808 0.238
C -2.179 1.539 -0.433
H -0.659 0.267 0.050
H -0.012 1.645 -0.888
H 0.324 2.934 1.077
H -0.313 1.568 2.037
H -1.833 3.693 2.061
H -2.218 1.952 2.198
H -2.184 3.547 -0.395
H -2.679 0.680 0.053
H -2.326 1.439 -1.526



Record 10
29
Properties=species:S:1:pos:R:3 method="wB97M-V/def2-TZVPD" smiles="CC[C@@H]1C[N@@+](C)(C(C)C)N=N1" e_above_lowest_kj_mol=326.9 largest_force_ha_per_bohr=0.08645 e_lumo_ha=-0.1348 homo_ev=-14.47 total_charge=+1
C -2.154 -0.802 -3.238
C -0.832 -1.166 -2.420
C -0.410 0.049 -1.724
C 0.727 -0.219 -0.680
N 0.249 0.041 0.631
C -0.191 -1.087 1.481
C 0.867 1.095 1.425
C 2.357 0.755 1.675
C 0.089 1.372 2.717
N -1.138 0.844 0.303
N -1.397 0.675 -0.836
H -2.161 0.074 -3.791
H -2.759 -0.702 -2.418
H -2.484 -1.527 -3.838
H 0.046 -1.532 -2.964
H -0.930 -2.080 -1.765
H -0.200 0.737 -2.466
H 1.077 -1.240 -0.917
H 1.527 0.635 -0.843
H -1.318 -1.294 1.131
H 0.530 -1.973 1.251
H -0.165 -0.770 2.541
H 0.926 1.926 0.758
H 2.740 0.697 0.611
H 2.820 1.441 2.379
H 2.431 -0.262 2.125
H -0.158 2.477 2.880
H 0.752 0.943 3.491
H -0.842 0.892 2.503



Record 11
37
Properties=species:S:1:pos:R:3 method="wB97M-V/def2-TZVPD" largest_force_ha_per_bohr=0.11208 e_lumo_ha=0.0827 homo_ev=-4.87 total_charge=-1
Nb 0.637 -0.693 -1.833
C 1.304 -0.030 0.265
C 0.921 1.354 0.800
C 1.464 1.567 2.212
C 2.298 0.501 2.868
N 2.688 -0.786 2.426
C 2.127 -0.957 1.138
H -0.974 -1.330 -1.216
H -0.153 0.927 -2.092
H 2.246 -0.032 -2.446
H 1.395 -2.348 -1.533
H 0.293 -1.192 -3.547
H 0.315 2.100 0.207
H 1.241 2.534 2.770
H 2.695 0.764 3.915
H 2.338 -1.986 0.675
C 0.486 3.208 -5.659
N 0.380 2.404 -4.414
O 1.071 1.401 -4.340
O -0.392 2.814 -3.566
H 1.204 2.732 -6.324
H -0.502 3.238 -6.117
H 0.823 4.205 -5.379
C -4.072 -0.656 -0.455
N -4.443 -0.730 -1.892
O -3.775 -0.082 -2.672
O -5.393 -1.441 -2.182
H -3.216 0.007 -0.349
H -4.934 -0.266 0.086
H -3.822 -1.664 -0.129
C 1.164 -2.293 4.989
N 0.384 -2.129 6.245
O 0.136 -0.993 6.608
O 0.046 -3.150 6.823
H 1.393 -1.310 4.586
H 2.077 -2.830 5.238
H 0.549 -2.861 4.292



Record 12
29
Properties=species:S:1:pos:R:3 method="wB97M-V/def2-TZVPD" e_above_lowest_kj_mol=382.3 largest_force_ha_per_bohr=0.08056 e_lumo_ha="-0.1985 / -0.1986" homo_ev="-13.35 / -13.35" total_charge=+1
C 3.916 0.068 -0.779
C 3.368 -1.227 -0.143
C 2.398 -0.297 -0.863
C -3.106 0.225 -0.229
C -1.052 -0.031 -1.842
C -0.680 1.558 1.653
C -0.259 -0.807 1.042
C -1.623 0.683 -0.523
N -0.595 0.546 0.563
O 2.058 1.600 0.948
S 1.588 1.231 -0.336
H 4.088 0.962 -0.222
H 4.572 -0.157 -1.639
H 3.600 -2.171 -0.590
H 3.436 -1.214 0.967
H 2.082 -0.497 -1.887
H -3.659 0.894 0.399
H -3.479 0.353 -1.317
H -3.076 -0.803 -0.001
H -0.142 0.475 -2.284
H -1.905 -0.071 -2.651
H -0.658 -1.018 -1.700
H -1.202 2.483 1.211
H -1.407 1.147 2.333
H 0.166 1.742 2.264
H 0.134 -0.650 2.076
H -1.071 -1.530 1.112
H 0.543 -1.276 0.267
H -1.672 1.792 -0.707